[1]
Molecular formula: C4H6FNS
Method: DFT, ωB97M-V/def2-TZVPD

Structure (SMILES): CC(=S)N/C=C/F
E_LUMO, eV: 0.3
Calculated total energy, Eh: -708.7615
Gap between HOMO and LUMO, eV: 8.973
Largest force on an atom, eV/A: 3.79
Charge: 0
E_HOMO, eV: -8.6

Cartesian coordinates (Å):
S (-1.4423, -1.1180, -0.3644)
F (2.7755, 0.2940, -1.7176)
N (0.1516, 0.7557, 0.7956)
C (1.3367, 0.7123, 0.0290)
C (1.6476, 0.0155, -1.0340)
C (-1.9331, 0.3718, 1.7856)
C (-0.9981, -0.0021, 0.7519)
H (0.2014, 1.7588, 1.2919)
H (-1.9913, -0.5281, 2.3613)
H (-1.7588, 1.2594, 2.4771)
H (2.1736, 1.2029, 0.5284)
H (-2.9539, 0.4817, 1.3148)
H (1.0459, -0.8079, -1.4498)

These are the Löwdin partial charges, in e, on atoms 1 to 4: S 0.69; F 0.01; N -0.02; C -0.13

[2]
Molecular formula: C4H6FNS
Method: DFT, ωB97M-V/def2-TZVPD

E_LUMO (spin up / spin down), eV: 0.8 / -2.4
Calculated total energy, Eh: -708.5986
Gap between HOMO and LUMO (spin up / spin down), eV: 8.067 / 5.838
Largest force on an atom, eV/A: 2.21
Charge: 0
E_HOMO (spin up / spin down), eV: -7.3 / -8.2
Multiplicity: 3

Cartesian coordinates (Å):
S (1.8095, -0.0726, -1.0392)
F (0.1407, -2.6763, -1.0865)
N (-1.4787, 0.1594, 0.3534)
C (-1.6416, 1.2166, -0.3332)
C (-1.3353, -1.1607, -0.1043)
C (2.1211, 0.5065, 0.6935)
C (-0.2069, -1.4907, -0.7153)
H (-1.7697, 2.1160, 0.2014)
H (2.5908, -0.2375, 1.3480)
H (-1.7467, 1.3357, -1.4121)
H (2.4476, 1.5441, 0.7252)
H (1.0892, 0.6256, 1.0543)
H (-2.0199, -1.8661, 0.3147)

These are the Löwdin partial charges, in e, on atoms 1 to 4: S 0.73; F 0.03; N -0.05; C -0.05

[3]
Molecular formula: C4H6FO4Tl
Method: DFT, ωB97M-V/def2-TZVPD

E_LUMO, eV: -2.1
Calculated total energy, Eh: -729.1958
Gap between HOMO and LUMO, eV: 2.945
Largest force on an atom, eV/A: 3.28
Charge: 0
E_HOMO, eV: -5.0

Cartesian coordinates (Å):
Tl (-2.9922, -5.9217, 6.3115)
F (0.2029, -2.9496, 2.9988)
O (-1.1052, -4.6968, 3.5250)
O (0.7102, -5.8077, 4.0610)
O (1.3974, -3.5158, 0.0563)
O (-1.1285, -6.0644, 5.2981)
C (-0.5373, -5.5473, 4.3762)
C (2.7515, -3.3641, -0.0191)
C (-0.1091, -4.2149, 2.5818)
C (1.0428, -5.1785, 2.8019)
H (1.0952, -5.9405, 2.0209)
H (3.0891, -2.7160, -0.8730)
H (3.2082, -2.8863, 0.8887)
H (3.3233, -4.3178, -0.1503)
H (-0.5684, -4.2085, 1.5942)
H (1.9993, -4.6663, 2.9213)

These are the Löwdin partial charges, in e, on atoms 1 to 4: Tl 1.07; F 0.08; O 0.12; O 0.12

[4]
Molecular formula: C4H6FeO
Method: DFT, ωB97M-V/def2-TZVPD

E_LUMO (spin up / spin down), eV: 0.3 / -2.4
Calculated total energy, Eh: -1494.7170
Gap between HOMO and LUMO (spin up / spin down), eV: 7.049 / 6.385
Largest force on an atom, eV/A: 1.96
Charge: 0
E_HOMO (spin up / spin down), eV: -6.7 / -8.8
Multiplicity: 7

Cartesian coordinates (Å):
Fe (0.0323, 0.4455, -1.6787)
O (-0.2175, 0.5019, 0.1916)
C (-1.1126, -1.6604, 0.6759)
C (0.5965, -1.5969, -2.1166)
C (1.6130, -1.9468, -2.9283)
C (-0.5083, -0.4814, 1.0082)
H (1.6946, -2.9328, -3.4111)
H (-1.7266, -1.7141, -0.2296)
H (-0.9532, -2.5396, 1.3027)
H (-0.0818, -2.4477, -1.9162)
H (-0.1262, -0.3766, 2.0406)
H (2.3557, -1.2176, -3.2809)

These are the Löwdin partial charges, in e, on atoms 1 to 4: Fe 0.88; O -0.36; C 0.01; C -0.30

[5]
Molecular formula: C4H6HgMgO4
Method: DFT, ωB97M-V/def2-TZVPD

E_LUMO, eV: -1.7
Calculated total energy, Eh: -810.2901
Gap between HOMO and LUMO, eV: 6.156
Largest force on an atom, eV/A: 5.55
Charge: 0
E_HOMO, eV: -7.9

Cartesian coordinates (Å):
Hg (-1.5981, -0.7365, -0.8813)
Mg (-0.0642, 0.0181, 3.4653)
O (-1.5271, -1.1216, 0.9914)
O (0.3761, -0.3023, -0.7026)
O (-1.6061, 0.5198, -2.3194)
O (0.2348, -1.4947, 4.5211)
C (-0.3207, 0.9979, -2.5556)
C (-0.2891, -0.9478, 1.4855)
C (0.6940, -0.4924, 0.6549)
C (0.5196, 1.0030, -1.2782)
H (-0.3269, 2.0338, -2.9488)
H (1.7547, -0.4008, 0.8961)
H (1.5818, 1.2170, -1.4679)
H (0.1286, 1.7462, -0.5623)
H (0.2348, -2.4171, 4.0119)
H (0.2078, 0.3774, -3.3100)

These are the Löwdin partial charges, in e, on atoms 1 to 4: Hg 1.35; Mg 1.03; O -0.43; O -0.37

[6]
Molecular formula: C4H6IN
Method: DFT, ωB97M-V/def2-TZVPD

Structure (SMILES): CCC1=N[C@H]1I
E_LUMO, eV: 0.6
Calculated total energy, Eh: -508.3460
Gap between HOMO and LUMO, eV: 9.002
Largest force on an atom, eV/A: 5.26
Charge: 0
E_HOMO, eV: -8.4

Cartesian coordinates (Å):
I (2.7896, -1.5253, 0.4501)
N (0.7934, -0.5349, -1.8085)
C (1.0498, -1.5796, -0.7625)
C (-0.0057, -0.3089, -0.9207)
C (-1.0210, 0.4117, -0.2242)
C (-0.3268, 1.1112, 1.0530)
H (-1.8081, -0.1815, 0.0843)
H (0.6606, -2.5498, -0.8850)
H (-1.0360, 1.9432, 1.4411)
H (-1.6525, 1.0285, -0.9632)
H (0.5208, 1.7451, 0.6416)
H (0.0359, 0.4405, 1.8940)

These are the Löwdin partial charges, in e, on atoms 1 to 4: I 0.70; N 0.08; C -0.69; C -0.31

[7]
Molecular formula: C4H6IN
Method: DFT, ωB97M-V/def2-TZVPD

E_LUMO (spin up / spin down), eV: 0.4 / -1.2
Calculated total energy, Eh: -508.2768
Gap between HOMO and LUMO (spin up / spin down), eV: 8.076 / 7.942
Largest force on an atom, eV/A: 3.48
Charge: 0
E_HOMO (spin up / spin down), eV: -7.6 / -9.1
Multiplicity: 3

Cartesian coordinates (Å):
I (3.3959, -0.0874, 0.3185)
N (2.2499, 1.2780, -0.3889)
C (0.8891, 1.1888, -0.0902)
C (0.2094, -0.0787, -0.2971)
C (-0.9529, -0.3831, 0.4385)
C (-1.8311, -1.3217, -0.0073)
H (-2.8547, -1.3375, 0.4072)
H (0.7703, -0.8758, -1.0061)
H (-1.3505, 0.3345, 1.2270)
H (0.5004, 1.3378, 1.0154)
H (-1.5396, -2.0276, -0.7862)
H (0.5139, 1.9727, -0.8308)

These are the Löwdin partial charges, in e, on atoms 1 to 4: I 0.87; N -0.58; C -0.51; C -0.20

[8]
Molecular formula: C4H6IN2
Method: DFT, ωB97M-V/def2-TZVPD

Structure (SMILES): C=[N+]1CNC=C1I
E_LUMO (spin up / spin down), eV: -4.8 / -4.8
Calculated total energy, Eh: -562.8833
Gap between HOMO and LUMO (spin up / spin down), eV: 7.511 / 7.511
Largest force on an atom, eV/A: 5.67
Charge: +1
E_HOMO (spin up / spin down), eV: -12.3 / -12.3

Cartesian coordinates (Å):
I (-3.1877, -0.0870, 0.1084)
N (0.8289, 1.4806, 0.0423)
N (-0.1480, -0.6313, 0.0110)
C (-0.4830, 1.5173, 0.0658)
C (-1.1519, 0.2218, 0.1395)
C (1.1784, 0.0332, 0.0619)
C (-0.2224, -1.9256, -0.0116)
H (0.5179, -2.5513, -0.4680)
H (-1.1497, 2.4210, 0.1017)
H (1.7809, -0.1594, -0.9516)
H (-1.0920, -2.4454, 0.1954)
H (1.4651, 2.2352, -0.3392)
H (1.6635, -0.1091, 1.0444)

These are the Löwdin partial charges, in e, on atoms 1 to 4: I 1.02; N 0.04; N -0.19; C -0.09

[9]
Molecular formula: C4H6IN2
Method: DFT, ωB97M-V/def2-TZVPD

Structure (SMILES): C=[N+]=CN1C[C@@H]1I
E_LUMO, eV: -4.9
Calculated total energy, Eh: -562.8336
Gap between HOMO and LUMO, eV: 8.546
Largest force on an atom, eV/A: 3.62
Charge: +1
E_HOMO, eV: -13.5

Cartesian coordinates (Å):
I (2.8539, 0.4692, -0.5088)
N (-0.6172, 0.8097, 0.9902)
N (0.3087, -0.9103, 0.0496)
C (-1.1529, 1.9241, 1.0609)
C (-0.5140, -0.4914, 0.9389)
C (0.6469, -1.6623, -1.1190)
C (0.9007, -0.1856, -0.9868)
H (-2.2869, 2.0893, 0.6936)
H (-0.1945, -2.0310, -1.5905)
H (1.5832, -2.1258, -1.0755)
H (-0.7587, 2.6965, 1.7115)
H (0.4520, 0.6110, -1.4950)
H (-1.2213, -1.1934, 1.3309)

These are the Löwdin partial charges, in e, on atoms 1 to 4: I 0.93; N 0.09; N -0.09; C 0.10

[10]
Molecular formula: C4H6INO
Method: DFT, ωB97M-V/def2-TZVPD

E_LUMO (spin up / spin down), eV: 0.1 / 0.0
Calculated total energy, Eh: -583.4829
Gap between HOMO and LUMO (spin up / spin down), eV: 7.944 / 7.623
Largest force on an atom, eV/A: 3.63
Charge: 0
E_HOMO (spin up / spin down), eV: -7.8 / -7.7

Cartesian coordinates (Å):
I (-1.0079, 3.1323, 0.9485)
O (0.5490, -1.1133, -0.2789)
N (1.1898, 1.0187, 0.4719)
C (0.5588, 0.1289, -0.0212)
C (-1.7126, 1.3236, 0.2037)
C (-2.8815, 0.9096, -0.2557)
C (1.7671, -1.8286, -0.1763)
H (2.1706, 1.2582, 0.6963)
H (1.4327, -2.8546, -0.1758)
H (2.2867, -1.7873, -1.2531)
H (-2.8590, -0.1424, -0.5112)
H (-3.8039, 1.4608, -0.4520)
H (2.3103, -1.5059, 0.8038)

These are the Löwdin partial charges, in e, on atoms 1 to 4: I 0.75; O -0.06; N 0.08; C -0.35

[11]
Molecular formula: C4H6INO
Method: DFT, ωB97M-V/def2-TZVPD

Structure (SMILES): CC1=N[C@H](I)CO1
E_LUMO, eV: 0.2
Calculated total energy, Eh: -583.6389
Gap between HOMO and LUMO, eV: 9.837
Largest force on an atom, eV/A: 5.30
Charge: 0
E_HOMO, eV: -9.6

Cartesian coordinates (Å):
I (-3.5442, -0.0086, -0.1758)
O (0.4964, 0.8770, -0.2756)
N (-0.3782, -1.0778, 0.3730)
C (-1.5335, 0.2424, 0.6580)
C (1.8789, -1.1667, -0.5436)
C (-0.7089, 1.3706, 0.1375)
C (0.5597, -0.4556, -0.1083)
H (2.0469, -0.9888, -1.6644)
H (-1.2720, 1.6979, -0.7351)
H (-1.5940, 0.1991, 1.7593)
H (2.7861, -0.6436, 0.0079)
H (-0.6457, 2.2533, 0.7869)
H (1.9084, -2.2993, -0.2198)

These are the Löwdin partial charges, in e, on atoms 1 to 4: I 0.73; O -0.01; N 0.15; C -0.60

[12]
Molecular formula: C4H6INO
Method: DFT, ωB97M-V/def2-TZVPD

E_LUMO, eV: -0.2
Calculated total energy, Eh: -583.5354
Gap between HOMO and LUMO, eV: 8.183
Largest force on an atom, eV/A: 4.53
Charge: 0
E_HOMO, eV: -8.4

Cartesian coordinates (Å):
I (-4.6239, -0.1638, -0.1042)
O (-2.7247, -0.6166, 0.1485)
N (-0.2957, 0.3861, 0.2038)
C (-1.4610, 0.8927, 0.5758)
C (1.3574, -1.1526, -0.3899)
C (-2.1111, 1.9348, 0.9417)
C (-0.0120, -0.7564, -0.2766)
H (-0.8729, -1.3744, -0.4636)
H (1.9904, -1.1103, 0.5207)
H (1.3702, -2.2346, -0.8667)
H (-1.7951, 2.8235, 1.2506)
H (-3.1753, 1.6959, 1.1582)
H (1.8419, -0.4342, -1.0744)

These are the Löwdin partial charges, in e, on atoms 1 to 4: I 0.79; O -0.97; N 0.10; C -0.17

[13]
Molecular formula: C4H6INO
Method: DFT, ωB97M-V/def2-TZVPD

Structure (SMILES): C=C(C)I.N=C=O
E_LUMO, eV: 0.4
Calculated total energy, Eh: -583.6605
Gap between HOMO and LUMO, eV: 9.696
Largest force on an atom, eV/A: 3.44
Charge: 0
E_HOMO, eV: -9.3

Cartesian coordinates (Å):
I (-2.8316, 0.3394, -0.0738)
O (0.3453, 3.4019, 0.5857)
N (0.1527, 2.1501, -1.4038)
C (0.0736, 2.7821, -0.3637)
C (0.0042, -1.0386, -0.2698)
C (-0.8110, -0.1527, 0.5241)
C (-0.3253, 0.4392, 1.6109)
H (-0.6599, 1.8183, -1.8144)
H (-0.4381, -2.0181, -0.3724)
H (0.5619, 0.0833, 1.9688)
H (0.9797, -1.1406, 0.0669)
H (-0.0273, -0.8072, -1.3357)
H (-0.6266, 1.1974, 2.2381)

These are the Löwdin partial charges, in e, on atoms 1 to 4: I 0.79; O 0.16; N 0.19; C -0.42

[14]
Molecular formula: C4H6InO2
Method: DFT, ωB97M-V/def2-TZVPD

E_LUMO (spin up / spin down), eV: -14.5 / -14.2
Calculated total energy, Eh: -495.5971
Gap between HOMO and LUMO (spin up / spin down), eV: 3.312 / 3.660
Largest force on an atom, eV/A: 4.22
Charge: +2
E_HOMO (spin up / spin down), eV: -17.8 / -17.8
Multiplicity: 2

Cartesian coordinates (Å):
In (2.7694, 0.5215, 0.9110)
O (3.4570, 0.4416, -0.7658)
O (-2.4683, 1.0480, 0.0792)
C (0.6080, -0.9714, 0.2235)
C (-1.2263, 0.5953, -0.4061)
C (-0.6588, -0.3707, 0.6318)
C (1.7091, -1.2862, -0.2584)
H (-2.8672, 1.6406, -0.5632)
H (-1.3750, -1.1869, 0.8141)
H (-1.3387, 0.0737, -1.3704)
H (2.4446, -2.0842, -0.3422)
H (-0.5300, 0.1457, 1.5961)
H (-0.5236, 1.4328, -0.5496)

These are the Löwdin partial charges, in e, on atoms 1 to 4: In 1.57; O -0.16; O 0.00; C 0.00

[15]
Molecular formula: C4H6LiO2Rh
Method: DFT, ωB97M-V/def2-TZVPD

E_LUMO (spin up / spin down), eV: -14.8 / -18.6
Calculated total energy, Eh: -422.8817
Gap between HOMO and LUMO (spin up / spin down), eV: 5.619 / 8.628
Largest force on an atom, eV/A: 10.65
Charge: +3
E_HOMO (spin up / spin down), eV: -20.5 / -27.2
Multiplicity: 6

Cartesian coordinates (Å):
Rh (-1.6900, 1.7500, -0.0742)
O (1.0441, -2.1547, -0.9858)
O (-0.7295, 1.8519, 2.1207)
C (-0.1916, 0.9176, 1.7659)
C (0.5612, -1.0022, -1.4896)
C (0.4855, -0.1081, 0.9758)
C (-0.0956, -0.0354, -0.4690)
Li (-2.3550, 2.6793, 1.2247)
H (1.4833, -2.7731, -1.5883)
H (-1.1641, -0.2840, -0.4761)
H (0.0285, 0.9366, -0.9636)
H (0.7654, -0.8107, -2.5523)
H (0.2985, -1.0658, 1.4742)
H (1.5594, 0.0985, 1.0376)

These are the Löwdin partial charges, in e, on atoms 1 to 4: Rh 1.32; O 0.26; O 0.08; C -0.18

[16]
Molecular formula: C4H6LuO3
Method: DFT, ωB97M-V/def2-TZVPD

E_LUMO (spin up / spin down), eV: -5.7 / -5.6
Calculated total energy, Eh: -1616.8899
Gap between HOMO and LUMO (spin up / spin down), eV: 5.079 / 4.875
Largest force on an atom, eV/A: 2.29
Charge: +1
E_HOMO (spin up / spin down), eV: -10.8 / -10.5

Cartesian coordinates (Å):
Lu (1.2788, 2.0120, -1.2870)
O (0.4406, -0.5357, 0.0513)
O (-0.7322, 1.0896, -0.9376)
O (-1.6764, -0.3835, 0.4889)
C (1.7407, 0.1289, -0.3128)
C (-0.6470, 0.0696, -0.2156)
C (-2.9317, 0.2716, 0.3444)
C (2.8274, -0.8053, 0.1277)
H (3.1218, -1.5689, -0.6248)
H (-3.3877, 0.0628, -0.6316)
H (-2.8090, 1.3552, 0.4635)
H (2.6098, -1.3668, 1.0626)
H (3.7294, -0.2046, 0.3272)
H (-3.5646, -0.1249, 1.1436)

These are the Löwdin partial charges, in e, on atoms 1 to 4: Lu 1.69; O 0.02; O -0.12; O 0.04

[17]
Molecular formula: C4H6MgO5Y
Method: DFT, ωB97M-V/def2-TZVPD

E_LUMO (spin up / spin down), eV: -0.3 / -0.3
Calculated total energy, Eh: -770.5428
Gap between HOMO and LUMO (spin up / spin down), eV: 5.746 / 5.970
Largest force on an atom, eV/A: 3.68
Charge: 0
E_HOMO (spin up / spin down), eV: -6.0 / -6.2
Multiplicity: 2

Cartesian coordinates (Å):
Y (-3.4636, -0.2293, -2.3862)
Mg (-1.0274, -0.8837, 0.8942)
O (-1.3786, 1.6779, 0.5486)
O (0.3227, -2.2241, 0.9875)
O (-2.5935, -0.1587, -0.0111)
O (-2.8527, 1.6764, -1.2286)
O (0.5812, 0.3602, 0.4498)
C (0.2475, 1.5431, -0.2246)
C (-2.4824, 1.1838, -0.0977)
C (1.6086, -1.7062, 0.9002)
C (1.6656, -0.4626, 0.0139)
H (-0.0550, 1.3843, -1.2673)
H (2.6048, 0.0995, 0.1242)
H (1.9893, -1.4227, 1.9036)
H (2.3300, -2.4340, 0.4812)
H (1.5035, -0.7226, -1.0448)
H (1.0000, 2.3188, -0.0430)

These are the Löwdin partial charges, in e, on atoms 1 to 4: Y 1.10; Mg 0.90; O -0.09; O -0.33

[18]
Molecular formula: C4H6N
Method: DFT, ωB97M-V/def2-TZVPD

E_LUMO, eV: -6.3
Calculated total energy, Eh: -210.2823
Gap between HOMO and LUMO, eV: 9.657
Largest force on an atom, eV/A: 6.13
Charge: +1
E_HOMO, eV: -16.0

Cartesian coordinates (Å):
N (0.9129, -1.0099, -0.0053)
C (-0.3084, 0.1399, -0.0077)
C (-1.5875, -0.0223, -0.0571)
C (1.0401, 1.0372, -0.0092)
C (2.1721, -0.0402, -0.0592)
H (1.1103, 1.7726, -0.8173)
H (0.8988, -1.6854, -0.7802)
H (0.9526, -1.5604, 0.8636)
H (-2.2712, 0.8143, -0.0757)
H (1.1778, 1.6374, 0.8995)
H (-2.0446, -0.9994, -0.0784)

These are the Löwdin partial charges, in e, on atoms 1 to 4: N 0.05; C -0.11; C 0.11; C -0.13

[19]
Molecular formula: C4H6N
Method: DFT, ωB97M-V/def2-TZVPD

E_LUMO (spin up / spin down), eV: -3.5 / -8.7
Calculated total energy, Eh: -210.1929
Gap between HOMO and LUMO (spin up / spin down), eV: 10.164 / 8.784
Largest force on an atom, eV/A: 4.45
Charge: +1
E_HOMO (spin up / spin down), eV: -13.7 / -17.5
Multiplicity: 3

Cartesian coordinates (Å):
N (0.4683, 0.5913, 0.9745)
C (-0.8227, 0.6931, -0.6512)
C (0.6377, 0.4145, -0.4914)
C (-0.6962, -0.3995, 0.5227)
C (0.3329, -1.1900, -0.3354)
H (-1.2304, 0.1443, -1.5448)
H (-1.0911, 1.7212, -0.4364)
H (-0.0976, 1.3112, 1.3514)
H (1.0655, -1.7729, 0.2490)
H (0.1362, -1.8558, -1.2915)
H (1.2975, 0.3425, 1.6530)

These are the Löwdin partial charges, in e, on atoms 1 to 4: N 0.09; C -0.06; C -0.01; C 0.10